52
Properties=species:S:1:pos:R:3 method="wB97M-V/def2-TZVPD" spin_multiplicity=1 orbital_gap_ha=0.3089
Cl -4.427 -2.361 3.408
S 2.216 -3.701 -0.278
S -0.023 3.176 -0.690
O -1.536 0.673 -0.252
O 0.270 1.030 -4.234
O -3.232 1.631 0.863
N 2.114 1.458 -0.526
N 2.531 1.509 1.623
N 1.955 -1.422 0.887
N 0.112 -2.847 1.213
N 1.497 2.330 1.395
C -0.715 -2.037 1.982
C 3.152 -1.385 0.243
C 2.901 0.985 0.488
C -2.463 -0.513 3.540
C 3.914 -0.094 0.337
C 3.471 -2.513 -0.439
C -1.309 2.928 0.573
C -2.843 -1.754 3.056
C 1.331 -2.530 0.722
C -4.042 0.471 0.700
C -1.989 -2.520 2.286
C -1.083 1.203 -3.882
C -1.197 -0.043 3.230
C 1.247 2.291 0.115
C -2.011 1.608 0.338
C 1.168 -0.061 -2.216
C 2.100 1.120 -1.924
C -0.324 -0.787 2.461
C 0.861 -0.135 -3.715
H -4.658 0.385 1.592
H -3.415 -0.412 0.581
H 3.120 0.894 -2.245
H 4.537 -0.094 1.234
H -0.259 -3.749 0.952
H 0.657 -0.409 2.232
H 4.344 -2.730 -1.019
H -0.879 0.919 3.599
H 0.245 0.065 -1.647
H 1.628 -0.999 -1.909
H -3.142 0.069 4.142
H -0.803 2.924 1.539
H 1.740 1.991 -2.479
H -1.218 1.310 -2.802
H -2.309 -3.485 1.923
H 0.220 -1.008 -3.909
H 4.544 0.051 -0.542
H 1.793 -0.254 -4.276
H -4.674 0.596 -0.181
H -1.689 0.359 -4.234
H -1.410 2.116 -4.375
H -2.016 3.753 0.521


87
Properties=species:S:1:pos:R:3 method="wB97M-V/def2-TZVPD" total_charge=+1 spin_multiplicity=1 orbital_gap_ha=0.3224
Ba -1.630 -0.287 -0.131
P -0.185 -0.487 3.305
O -3.973 -1.057 0.335
O -0.211 1.380 -1.049
O -2.933 -1.892 -1.444
O -0.935 0.120 2.132
N 2.779 -4.511 -3.831
N 0.942 -1.516 -0.577
N -3.638 0.783 -2.117
N 2.076 2.388 -3.400
N 0.943 1.722 -2.998
C -4.075 1.813 -2.844
C -1.696 -0.261 -4.639
C -0.099 1.363 -3.909
C 1.930 2.572 -1.195
C 2.690 2.865 -2.304
C -4.522 -0.171 -1.788
C -0.410 -3.025 2.355
C 2.322 -3.536 2.239
C 1.162 0.585 3.795
C 2.629 -3.708 -3.025
C 2.976 1.198 5.256
C -2.909 -1.087 6.901
C 4.004 3.565 -2.400
C 1.943 0.334 4.924
C -3.846 -1.208 -0.908
C -5.854 -0.133 -2.146
C -0.636 0.095 -3.819
C 0.047 -4.218 1.822
C 2.442 -2.691 -2.009
C 2.440 2.578 3.352
C 3.513 -1.944 -1.532
C -2.184 0.647 -5.570
C 2.615 2.214 -4.744
C -0.589 2.288 -4.816
C 0.791 1.850 -1.644
C -6.287 0.931 -2.918
C -2.419 -0.018 4.805
C 0.504 -2.071 2.823
C -3.249 -0.182 5.904
C 1.978 -0.809 -0.117
C 3.225 2.317 4.469
C -5.384 1.922 -3.277
C -1.624 1.918 -5.663
C 1.407 1.713 3.012
C -1.246 -0.767 4.708
C 3.275 -0.985 -0.566
C -0.913 -1.686 5.703
C 1.414 -4.471 1.762
C 1.869 -2.332 2.768
C -1.745 -1.841 6.802
C 1.175 -2.445 -1.501
H -0.659 -4.951 1.455
H 4.026 2.995 4.737
H 0.771 1.915 2.156
H 3.690 2.064 -4.686
H 2.165 1.333 -5.195
H 1.755 -0.068 0.645
H -5.690 2.771 -3.873
H -2.679 0.679 4.019
H 4.077 -0.384 -0.159
H -2.138 -1.244 -4.545
H -0.223 -0.604 -3.098
H -7.321 0.994 -3.230
H 3.581 1.005 6.132
H -4.163 0.392 5.979
H 4.509 -2.123 -1.915
H 3.384 -3.741 2.199
H 3.957 4.407 -3.091
H -0.168 3.286 -4.853
H 1.771 -5.405 1.348
H -2.005 2.630 -6.384
H 2.580 -1.595 3.121
H -3.004 0.369 -6.219
H -1.477 -2.831 2.404
H 2.623 3.465 2.758
H 4.291 3.939 -1.420
H -3.342 2.572 -3.089
H -6.528 -0.916 -1.828
H -1.492 -2.555 7.575
H -0.020 -2.295 5.612
H 4.787 2.889 -2.749
H 2.133 2.863 -0.178
H 2.404 3.076 -5.373
H 0.322 -3.017 -1.856
H -3.560 -1.213 7.756
H 1.741 -0.527 5.551


26
Properties=species:S:1:pos:R:3 method="wB97M-V/def2-TZVPD" total_charge=+1 spin_multiplicity=1 orbital_gap_ha=0.3615
P 0.587 -0.578 0.982
N -1.148 1.674 1.792
C -1.340 -0.635 1.108
C 0.250 -2.126 -1.276
C 2.346 -0.737 -0.985
C -1.684 0.378 2.249
C 0.206 0.345 -1.795
C 0.830 -0.724 -0.907
C 0.279 1.614 1.405
H -0.827 0.074 -2.124
H -1.092 0.179 3.085
H 0.979 1.574 2.241
H 0.634 -2.417 -2.209
H -1.446 2.325 2.572
H 0.696 -2.763 -0.577
H -0.826 -2.175 -1.242
H 0.149 1.337 -1.272
H 0.651 2.070 0.454
H 2.732 -0.607 -1.927
H 2.718 -1.741 -0.600
H -1.775 -0.263 0.216
H 0.837 0.510 -2.680
H -2.761 0.459 2.380
H 2.861 0.005 -0.294
H -1.586 -1.622 1.397
H -1.658 1.856 0.966


11
Properties=species:S:1:pos:R:3 method="wB97M-V/def2-TZVPD" total_charge=+1 spin_multiplicity=1 orbital_gap_ha=0.4136
O 0.986 -0.901 1.357
O -1.801 -0.209 -0.038
C 0.103 0.457 -1.239
C -0.641 0.294 -0.015
H -0.239 0.737 0.879
H -2.396 0.013 0.694
H 1.702 -0.290 1.599
H 1.023 1.022 -1.143
H 1.524 -1.716 1.368
H -0.593 1.122 -1.827
H 0.332 -0.530 -1.635


18
Properties=species:S:1:pos:R:3 method="wB97M-V/def2-TZVPD" spin_multiplicity=1 orbital_gap_ha=0.3442
O 2.908 0.883 -0.626
O -0.172 1.887 -1.558
O 1.642 2.728 1.507
O -0.641 -1.697 -1.089
N -1.126 -2.054 1.711
C -1.615 -1.257 -0.547
C -2.221 -1.655 0.779
H 1.770 1.798 1.250
H -0.662 -2.910 1.437
H 1.938 3.300 0.794
H -2.890 -2.480 0.602
H -2.639 -0.831 1.363
H -2.391 -0.770 -1.198
H 0.136 1.838 -0.649
H 3.580 0.193 -0.757
H -0.437 -1.340 1.913
H 0.570 1.757 -2.159
H 2.456 0.742 -1.479


15
Properties=species:S:1:pos:R:3 method="wB97M-V/def2-TZVPD" total_charge=+1 spin_multiplicity=1 orbital_gap_ha=0.4640
N -1.021 -0.331 0.686
C 1.057 0.725 0.166
C 0.558 0.100 -1.128
C -0.836 -0.401 -0.828
C 0.376 -0.086 1.275
H 0.694 1.748 0.227
H -1.382 -1.228 1.015
H -1.091 -1.425 -1.119
H -1.686 0.428 0.852
H 2.138 0.653 0.221
H -1.598 0.155 -1.368
H 0.562 0.879 -1.895
H 1.187 -0.621 -1.649
H 0.228 0.478 2.189
H 0.812 -1.076 1.356


Calculated total energy (eV)
-67846.1379; -68707.3753; -18305.3255; -6274.1160; -11931.3308; -5793.5440
E_HOMO (eV)
-8.058; -11.153; -13.075; -16.734; -9.156; -16.156